This record from OMol25 describes the ion C29H41N4O3 with charge +1 in a non-equilibrium geometry. The level of theory is ωB97M-V/def2-TZVPD.

Results
- Total charge: +1
- E: -42829.72960 eV
- Highest occupied orbital energy: -9.2 eV
- Lowest unoccupied orbital energy: -6.06 eV
- SMILES: CCN(CC)C(=O)[C@@H]([C@@H](/C(C[N+]12CCN(CC1)CC2)=C(/C)[O-])c1ccc(OC)cc1)[n+]1ccccc1
- Kohn-Sham gap: 3.1 eV
- ΔE to the lowest compared entry with this formula, charge and spin: 57.0 kcal per mole

Last column: Mulliken charge in e.
Element x y z (Å)
C -3.8179 -3.2470 3.1157  -0.7899
O -2.5658 -3.8039 3.5827  -0.4644
C -1.4375 -3.2746 3.0344  0.7802
C -0.2011 -3.8696 3.3557  -1.1653
C 0.9778 -3.4941 2.7369  0.2765
C 1.0257 -2.3217 1.9671  -0.3841
C 2.2965 -1.7230 1.4728  0.8153
C 2.4351 -1.6125 0.0919  2.2220
C 3.5124 -0.7725 -0.5005  -1.2585
N 3.2528 0.7417 -0.4258  0.6399
C 3.4279 1.3713 -1.8304  -0.5169
C 3.2307 2.8661 -1.7631  -0.9020
N 2.9803 3.3281 -0.3642  -0.2276
C 1.7344 2.6430 0.1319  -1.0090
C 1.8775 1.1314 0.0936  0.3729
C 4.1137 2.9038 0.5086  -0.9993
C 4.3083 1.4049 0.4862  -0.0379
C 1.6339 -2.4934 -0.8595  -0.4287
C 1.0856 -1.7649 -2.0987  -1.2496
O 1.4861 -3.7255 -0.6964  -0.5754
C -0.1979 -1.7048 1.6634  -0.5069
C -1.4000 -2.1533 2.1843  -0.7480
H -4.6309 -3.8123 3.5864  0.2475
H -3.8597 -2.1907 3.4191  0.3111
H -3.8655 -3.3120 2.0144  0.3371
H -0.2261 -4.6600 4.0907  0.4581
H 1.8432 -4.1709 2.7879  0.5361
H 2.7035 -0.8461 2.1588  0.0290
H 4.5043 -1.0020 -0.0381  -0.1237
H 3.6646 -1.0615 -1.5589  0.3381
H 4.4370 1.1318 -2.1846  0.5753
H 2.6762 0.9155 -2.4772  0.4392
H 4.1369 3.3735 -2.1082  0.3073
H 2.3808 3.1849 -2.3848  0.3522
H 1.5425 2.9728 1.1684  0.3335
H 0.8785 2.9564 -0.4935  0.3359
H 1.1126 0.6983 -0.5626  0.0372
H 1.7504 0.7164 1.0996  0.1548
H 5.0148 3.4128 0.1507  0.2922
H 3.8931 3.2585 1.5248  0.4236
H 4.1796 0.9895 1.4917  -0.0219
H 5.3093 1.1389 0.1108  0.6174
H 1.8859 -1.7266 -2.8536  0.2903
H 0.2820 -2.3670 -2.5440  0.4691
H 0.7565 -0.7316 -1.8662  0.1816
H -0.2327 -0.8603 0.9746  0.2338
H -2.3172 -1.6238 1.9700  0.3994
C 5.7366 -5.7392 -0.3233  -1.1035
C 5.3374 -4.3197 -0.6649  -0.4984
N 5.3000 -3.4192 0.5068  0.6682
C 6.6261 -3.2534 1.2621  -0.2805
C 7.3653 -1.9756 0.8722  -1.1484
C 4.1830 -3.6185 1.3414  -0.7530
C 3.8230 -2.4459 2.2427  -1.9779
N 4.0581 -2.7942 3.6464  1.2207
C 3.7912 -4.0769 4.1655  -0.2385
C 3.4008 -4.2152 5.4870  -0.7612
C 3.6704 -3.1935 6.4033  -0.3683
C 4.2976 -2.0226 5.9259  -0.6270
C 4.4513 -1.8240 4.5512  0.0351
O 3.4910 -4.6459 1.2787  -0.5320
H 5.7062 -6.3289 -1.2488  0.4220
H 6.7493 -5.7383 0.1181  0.3002
H 5.0055 -6.1489 0.3843  0.2517
H 6.0130 -3.8519 -1.3960  0.4281
H 4.3241 -4.2841 -1.0812  0.2317
H 6.3457 -3.1891 2.3499  0.2397
H 7.2537 -4.1558 1.0701  0.4676
H 8.4443 -2.0413 1.0895  0.4195
H 7.1982 -1.7351 -0.1825  0.2080
H 7.0034 -1.1031 1.4320  0.2062
H 4.3962 -1.5280 2.0152  0.4985
H 3.6445 -4.9013 3.4774  0.7514
H 2.8814 -5.1228 5.8163  0.4457
H 3.5130 -3.3405 7.4846  0.3953
H 4.6751 -1.2477 6.6175  0.3937
H 4.7886 -0.8735 4.1141  0.3076